Here is a molecular structure, C24H40As2FeNSSi2 from OMol25. Energies are from wB97M-V/def2-TZVPD.

Computed properties:
LUMO (alpha / beta) = 0.22 / -1.06 eV
Orbital gap (alpha / beta) = 7.65 / 6.70 eV
2S+1 = 6
Relative energy (zero: lowest compared OMol25 entry of this formula, charge and spin) = 0.0000 eV
HOMO (alpha / beta) = -7.428 / -7.756 eV

Each line ends with the Mulliken charge.
Element x y z (Å)
Fe: 0.22 -0.44 0.17  -0.12
N: -3.60 -8.68 -3.78  -0.51
C: -3.25 -7.69 -3.30  -0.01
C: -2.82 -6.45 -2.71  0.57
C: -1.77 -6.44 -1.80  -0.62
C: -1.35 -5.25 -1.23  -0.38
C: -1.98 -4.05 -1.57  0.22
C: -3.04 -4.07 -2.48  -0.45
C: -3.45 -5.26 -3.05  -0.62
C: -1.52 -2.81 -1.00  1.81
C: -1.09 -1.76 -0.57  -1.92
H: -1.28 -7.37 -1.54  0.44
H: -0.54 -5.24 -0.52  0.54
H: -3.52 -3.14 -2.74  0.48
H: -4.27 -5.27 -3.76  0.45
C: 2.32 -1.94 4.92  -1.68
C: 2.75 -2.46 3.54  2.31
C: 2.53 -3.98 3.48  -1.62
C: 4.23 -2.14 3.30  -1.42
C: 1.93 -1.81 2.50  -0.16
C: 1.28 -1.29 1.61  -0.55
H: 2.92 -2.41 5.70  0.41
H: 1.27 -2.16 5.11  0.39
H: 2.45 -0.85 4.98  0.33
H: 3.14 -4.47 4.24  0.41
H: 2.83 -4.37 2.50  0.32
H: 1.49 -4.23 3.64  0.39
H: 4.84 -2.64 4.06  0.42
H: 4.41 -1.07 3.37  0.31
H: 4.54 -2.48 2.32  0.26
C: 1.47 4.25 2.00  -1.12
As: 1.53 2.72 0.84  0.69
C: 2.98 1.67 1.51  -0.77
C: 2.04 3.43 -0.85  -0.78
S: -0.39 1.83 0.85  -0.61
H: 2.41 4.79 1.93  0.39
H: 1.31 3.90 3.02  0.36
H: 0.64 4.89 1.70  0.36
H: 3.91 2.19 1.28  0.52
H: 2.96 0.68 1.06  -0.05
H: 2.85 1.57 2.59  0.34
H: 3.00 3.93 -0.75  0.51
H: 1.27 4.14 -1.16  0.36
H: 2.11 2.61 -1.56  -0.04
C: 4.30 -1.79 -3.31  -1.05
Si: 2.80 -2.26 -2.32  0.12
C: 1.71 -3.37 -3.31  -0.61
C: 3.33 -3.11 -0.76  -0.78
As: 1.67 -0.31 -1.71  0.10
Si: 0.49 0.29 -3.65  0.10
C: 1.65 0.27 -5.10  -1.10
C: -0.96 -0.81 -4.00  -0.95
C: -0.13 2.03 -3.38  -1.01
H: 4.82 -2.70 -3.62  0.34
H: 4.99 -1.20 -2.70  0.29
H: 4.05 -1.21 -4.20  0.28
H: 2.22 -4.32 -3.51  0.43
H: 1.44 -2.93 -4.27  0.26
H: 0.78 -3.59 -2.77  -0.06
H: 3.80 -4.07 -1.00  0.53
H: 2.48 -3.29 -0.10  0.06
H: 4.05 -2.50 -0.20  0.08
H: 1.96 -0.74 -5.37  0.28
H: 2.55 0.86 -4.90  0.32
H: 1.15 0.71 -5.98  0.39
H: -0.66 -1.85 -4.12  0.27
H: -1.46 -0.48 -4.91  0.47
H: -1.66 -0.77 -3.16  0.19
H: 0.67 2.76 -3.57  0.26
H: -0.48 2.18 -2.36  0.22
H: -0.95 2.25 -4.06  0.43



Here is 8 unconnected molecules or ions with the total composition C24H40Br8O12 at a distorted geometry from OMol25. Energies are from wB97M-V/def2-TZVPD.

Computed properties:
LUMO = 0.04 eV
SMILES = C[C@H]1COC(=O)O1.C[C@H]1COC(=O)O1.C[C@H]1COC(=O)O1.C[C@H]1COC(=O)O1.BrCCBr.BrCCBr.BrCCBr.BrCCBr
Orbital gap = 10.25 eV
HOMO = -10.203 eV

Each line ends with the Mulliken charge.
Element x y z (Å)
C: 7.03 -7.56 5.05  -1.08
C: 6.37 -8.90 5.63  0.44
C: 4.97 -8.77 6.30  0.47
O: 4.17 -9.56 5.37  -0.38
C: 4.91 -10.10 4.38  0.65
O: 4.59 -10.83 3.47  -0.57
O: 6.17 -9.81 4.59  -0.38
H: 6.24 -6.99 4.56  0.33
H: 7.89 -7.76 4.41  0.37
H: 7.42 -6.87 5.80  0.06
H: 7.06 -9.42 6.29  0.28
H: 4.74 -7.71 6.42  0.16
H: 4.92 -9.17 7.31  -0.39
C: 1.17 -4.14 11.20  -1.70
C: 2.47 -4.57 10.40  1.06
C: 3.40 -5.59 11.08  -0.39
O: 3.96 -6.28 9.97  -0.12
C: 3.09 -6.24 8.99  0.58
O: 3.15 -6.90 7.99  -0.62
O: 2.17 -5.32 9.30  -0.19
H: 1.30 -3.56 12.11  0.37
H: 0.67 -5.09 11.38  0.40
H: 0.35 -3.63 10.68  0.07
H: 2.82 -3.65 9.93  -0.22
H: 2.86 -6.26 11.76  0.38
H: 4.20 -5.13 11.67  0.41
C: 0.94 -5.31 18.36  -1.39
C: 0.14 -4.77 17.11  0.36
C: -0.90 -3.71 17.45  -0.39
O: -0.72 -2.84 16.33  -0.32
C: 0.43 -3.08 15.63  0.66
O: 0.87 -2.50 14.66  -0.52
O: 1.02 -4.07 16.23  -0.34
H: 1.46 -4.47 18.83  0.35
H: 1.65 -6.11 18.17  0.36
H: 0.23 -5.78 19.04  0.38
H: -0.29 -5.60 16.54  0.28
H: -0.66 -3.21 18.39  0.27
H: -1.95 -3.98 17.53  0.30
C: 1.24 -0.13 11.01  -1.53
C: 2.61 -0.57 10.67  0.74
C: 3.66 0.52 10.79  -0.12
O: 4.00 0.42 12.14  -0.40
C: 3.90 -0.87 12.51  0.52
O: 4.45 -1.39 13.45  -0.58
O: 3.08 -1.48 11.65  -0.06
H: 0.55 -0.97 10.88  0.22
H: 0.93 0.65 10.31  0.42
H: 1.08 0.40 11.95  0.38
H: 2.61 -1.07 9.70  0.24
H: 3.17 1.49 10.68  0.38
H: 4.50 0.37 10.11  -0.22
Br: 7.31 -5.31 8.02  -0.13
C: 6.37 -3.72 8.83  -0.43
C: 6.90 -2.37 8.27  -0.62
Br: 6.60 -0.79 9.43  -0.15
H: 6.65 -3.74 9.88  0.38
H: 5.30 -3.87 8.68  0.14
H: 6.59 -2.20 7.25  0.44
H: 7.97 -2.48 8.06  0.40
Br: -1.08 -7.61 10.18  -0.17
C: -1.61 -7.11 8.34  -0.63
C: -1.08 -5.80 7.96  -0.14
Br: -2.06 -4.27 8.81  -0.13
H: -2.70 -7.00 8.40  0.41
H: -1.31 -7.89 7.65  0.39
H: -1.24 -5.70 6.88  0.35
H: -0.03 -5.67 8.20  -0.07
Br: 6.86 -8.95 9.47  -0.19
C: 5.20 -9.43 10.55  -0.37
C: 5.42 -10.39 11.66  -0.49
Br: 3.72 -10.48 12.67  -0.18
H: 4.50 -9.72 9.77  0.45
H: 4.82 -8.48 10.92  0.01
H: 6.23 -10.11 12.33  0.37
H: 5.58 -11.40 11.29  0.38
Br: -2.19 0.36 14.06  -0.18
C: -2.99 -1.44 13.82  -0.56
C: -2.35 -2.27 12.65  -0.23
Br: -3.25 -4.07 12.64  -0.16
H: -4.08 -1.37 13.82  0.48
H: -2.84 -2.02 14.73  0.23
H: -1.27 -2.35 12.70  -0.02
H: -2.56 -1.80 11.69  0.44



Number 1: E_tot -209680.50357 eV. Number 2: E_tot -610446.31117 eV.